A molecular structure, C41H40MnN7O7S2 at a distorted geometry. Source: the Open Molecules 2025 dataset; level of theory: ωB97M-V/def2-TZVPD.

XYZ file:
```
98
Properties=species:S:1:pos:R:3
C -2.111 3.355 -1.004
H -2.222 -5.425 2.940
C 0.244 -1.379 -2.424
H -5.628 4.480 2.331
H 0.332 3.804 -1.366
H -1.665 -6.164 0.650
C 3.455 -5.267 -3.008
O -1.929 1.014 2.362
H 5.813 -3.131 -3.846
N 1.012 -4.708 -0.240
C 4.443 -4.345 -2.695
H 3.006 -3.087 0.121
O 2.050 -0.726 0.280
O -0.133 -6.483 -1.139
C -1.904 3.991 1.268
H -5.941 3.506 3.765
H 1.011 -4.054 0.525
C 1.151 0.852 -2.542
C 1.147 -1.781 -3.372
C 3.130 -3.714 -0.759
H 0.838 1.550 3.596
O -1.669 1.340 4.554
N 0.118 2.904 -1.775
C -1.207 1.056 3.477
H 5.175 5.637 1.856
N -5.752 0.160 0.383
C 4.255 -3.571 -1.550
C 2.996 3.841 1.015
C 2.229 2.690 1.173
H 2.861 1.101 -3.847
H -2.931 -3.440 4.267
C -5.527 2.368 1.985
H -4.119 3.843 -0.456
H -5.115 2.356 -2.169
C -5.332 3.572 2.864
C -1.290 2.638 -1.865
C 2.136 0.391 -3.459
N -1.588 -1.870 1.644
O -1.502 4.185 -0.104
H 5.610 -4.775 -4.464
H 6.077 2.499 1.347
C 0.236 0.689 3.290
C 2.143 -4.640 -1.096
H 4.721 0.454 1.672
C -4.038 2.435 -2.084
H -3.644 1.043 -3.677
C -6.771 1.771 1.822
C -1.211 -2.931 0.923
C -6.824 0.662 1.003
H 1.125 -2.807 -3.721
C 5.214 5.050 0.936
C 4.994 2.557 1.297
H -1.201 1.263 -3.511
C 0.276 -0.064 -1.924
C -3.215 1.707 -2.936
N 0.444 0.319 1.872
H 1.154 2.734 1.131
H -0.498 -2.058 -2.015
C -2.436 -3.321 3.312
C -1.410 -4.234 1.352
H 3.577 -5.895 -3.886
C 4.388 3.792 1.071
H 1.568 -6.162 -2.489
C 2.137 -0.900 -3.882
C 2.313 -5.431 -2.227
H 5.002 -2.833 -1.270
H 4.843 5.686 0.130
C 1.133 2.211 -2.201
Mn -1.233 0.332 0.755
N -1.064 -5.361 0.584
H 6.261 4.820 0.735
O 2.564 -0.703 2.687
C 2.853 1.469 1.400
C -2.043 -4.418 2.576
C -4.611 0.830 0.565
H -7.759 0.129 0.848
C -2.185 -2.054 2.817
H 2.500 4.800 0.865
C 5.676 -4.176 -3.554
O -0.429 0.322 -0.926
H -7.653 2.151 2.325
H -2.499 -1.166 3.353
H 6.581 -4.482 -3.019
H -4.283 3.662 3.144
C 4.240 1.407 1.474
S -3.230 0.219 -0.343
H -1.674 2.989 1.613
N -4.451 1.907 1.350
H -0.744 -2.730 -0.036
C -3.487 3.268 -1.124
H -2.973 4.153 1.387
C -0.049 -5.565 -0.342
H 2.056 2.781 -2.292
H -1.358 4.722 1.856
H 2.869 -1.251 -4.595
C -1.841 1.817 -2.836
H 0.474 -0.123 3.971
S 1.949 -0.059 1.555
```

The spin multiplicity is 5. As for the HOMO energy (alpha / beta): -7.8 / -8.0 eV. The orbital gap (alpha / beta) is 0.247 / 0.253 Ha. The relative energy (zero: lowest compared OMol25 entry of this formula, charge and spin) is 52.7 kJ/mol. For the electronic energy, the calculation gives -4443.8192 a.u.

Results of the Löwdin charge analysis, in e, for atoms 1 through 6: C -0.2527; H 0.1218; C 0.0125; H 0.0855; H 0.1601; H 0.1475

3 unconnected molecules or ions with the total composition C41H40N2O7 at a distorted geometry. Source: the Open Molecules 2025 dataset; level of theory: ωB97M-V/def2-TZVPD.

XYZ file:
```
90
Properties=species:S:1:pos:R:3
H -0.751 -1.049 -0.869
C -6.240 2.090 -1.546
H -8.222 2.733 -0.988
H 2.807 -1.816 0.161
O 2.605 2.879 1.244
H 3.530 -2.162 -1.486
H -6.284 0.068 1.757
C 1.606 -4.781 -0.005
C 0.174 -1.567 -0.429
C 3.008 6.212 4.938
C 1.282 5.369 3.478
C -4.998 3.578 -4.843
N -1.235 -2.808 1.369
H 1.034 -0.802 -0.524
H -8.242 1.451 1.123
H 5.794 -2.753 1.811
C 2.270 -4.319 -2.452
O -7.228 3.479 -3.161
H -5.876 4.132 -5.162
C -6.242 2.850 -2.816
C -6.271 0.636 0.833
C 4.319 -3.437 0.151
H -3.826 4.184 -6.538
C -2.712 2.905 -5.214
H -1.854 1.607 -3.734
C 5.073 -2.295 1.047
C -3.896 2.119 -3.265
H 0.865 -5.572 -0.386
H -3.257 3.782 0.011
C -1.852 4.540 1.449
C -3.921 1.306 -2.029
C 0.403 3.690 1.274
N 3.938 -4.500 1.123
C -2.738 2.157 -4.042
C -2.230 3.758 0.363
C 3.925 5.336 4.359
C 5.464 -3.906 -0.915
C 3.526 4.487 3.334
C -0.532 4.515 1.900
H 6.398 -3.240 -0.815
H -0.372 -0.873 1.678
C 3.568 -6.594 -0.400
C -7.360 2.134 -0.714
C -5.023 2.842 -3.658
H 5.779 -4.966 -0.610
C 1.688 6.225 4.503
H 0.977 6.906 4.960
C 0.021 2.911 0.181
C 2.940 -5.475 0.590
H 0.745 2.276 -0.319
H 1.085 -4.305 0.916
H 5.626 -1.573 0.343
H -1.588 2.346 -1.129
H 4.246 3.811 2.883
H -2.119 -2.389 1.018
H -1.808 2.939 -5.813
C 0.494 -2.851 -1.322
C 2.420 -6.329 1.885
C 2.205 4.510 2.883
C -3.844 3.608 -5.619
H -0.335 -3.644 -1.186
C -5.152 0.594 0.009
O 1.761 -5.591 -2.743
C -0.131 5.378 3.034
H 3.974 -6.158 -1.375
H 0.443 -2.536 -2.421
H 1.523 -5.813 2.365
H 5.123 -3.822 -1.998
H 4.482 -7.069 0.133
C -1.293 2.949 -0.275
C -7.372 1.412 0.475
O 3.349 -3.959 2.195
C -0.112 -1.849 1.121
H -1.027 -3.666 0.842
O 2.985 -3.767 -3.356
O -2.955 0.630 -1.714
C 1.800 3.631 1.761
H -4.295 -0.007 0.296
H 0.818 -2.264 1.667
C 1.887 -3.589 -1.044
H 3.323 6.884 5.730
H 2.111 -7.370 1.487
C 3.088 -2.667 -0.543
H 3.258 -6.516 2.637
H 4.332 -1.659 1.647
H 4.953 5.320 4.706
O -0.950 6.090 3.592
H -2.586 5.172 1.939
H 2.830 -7.448 -0.567
C -5.131 1.329 -1.177
```

The spin multiplicity is 2. As for the HOMO energy (alpha / beta): -4.1 / -4.1 eV. The orbital gap (alpha / beta) is 0.154 / 0.154 Ha. Its total charge is -1. For the electronic energy, the calculation gives -2222.4784 a.u.

Results of the Löwdin charge analysis, in e, for atoms 1 through 6: H 0.0941; C -0.0859; H 0.1196; H 0.0973; O 0.1119; H 0.1375

A molecular structure, C41H40N8O3P2S2Sc at a distorted geometry. Source: the Open Molecules 2025 dataset; level of theory: ωB97M-V/def2-TZVPD.

XYZ file:
```
97
Properties=species:S:1:pos:R:3
C 6.343 -0.587 -3.686
H -3.458 1.069 -3.713
H 7.839 2.025 -2.147
H -3.418 -0.438 3.592
C -0.344 -3.908 -1.345
C 2.615 -4.585 0.031
H 1.641 3.008 4.921
H -7.181 -1.683 1.173
C -1.499 -1.373 3.382
C -0.648 2.137 2.595
C 5.779 1.944 -2.731
C 1.476 -4.244 0.760
C 1.222 -4.869 1.977
P 0.380 -2.969 0.050
H 3.149 2.069 3.248
H -5.971 0.361 0.454
Sc -0.041 -0.310 -0.486
H 0.556 -2.172 5.942
H -1.315 -1.203 7.222
C 3.467 -5.567 0.503
H 4.338 -5.841 -0.075
P -1.534 -1.375 1.554
N -0.876 -2.918 1.214
C -4.049 -0.468 0.858
H 4.230 1.338 -0.247
H -3.506 0.427 0.570
C 1.239 2.613 4.001
C 0.194 1.610 1.599
C -1.789 1.854 -2.873
N 2.011 -0.039 0.157
H 4.565 0.650 1.331
H -3.468 -3.583 2.067
H 3.767 1.570 -3.374
H 6.558 -1.578 -4.060
H -2.287 -6.562 -2.121
C -0.154 -3.406 -2.628
H 0.676 3.793 -2.150
C 2.082 -5.847 2.445
C -3.334 -1.568 1.321
C -5.392 -2.763 1.628
H 5.562 2.935 -2.360
H 0.442 -2.513 -2.772
N -0.950 2.882 -2.853
C 7.063 1.440 -2.621
H 0.356 -4.604 2.566
H -0.808 2.975 4.542
O -1.682 -1.160 -1.309
N 2.856 -0.756 -0.637
H -3.291 -0.319 6.042
C -4.012 -2.723 1.699
C -1.682 -5.678 -2.258
H 3.861 -6.978 2.058
C 1.596 1.552 1.856
H 8.343 -0.223 -3.036
C -0.308 -1.785 5.425
O -3.234 -0.420 -2.593
C 3.947 -1.002 -4.240
H 2.829 -4.086 -0.907
H -1.922 -5.672 -4.387
O -0.323 1.232 0.457
C -0.708 -4.044 -3.721
C -5.430 -0.506 0.803
C -0.136 2.609 3.782
S 3.516 -2.068 -2.798
N -2.179 -0.259 -2.014
C -1.362 -1.247 6.146
C 2.583 -0.891 -1.879
H -1.468 -3.741 1.313
C -1.482 -5.176 -3.535
C 3.198 -6.203 1.706
H 4.263 -1.679 -5.032
H 0.468 -2.224 3.474
N -1.474 0.821 -2.062
N 0.123 2.965 -1.968
H 4.043 2.340 1.209
H -1.245 -5.475 -0.173
H 0.703 2.115 -2.021
N -2.834 1.871 -3.705
H -1.710 2.166 2.387
H 1.873 -6.338 3.384
C -0.365 -1.832 4.045
C -1.106 -5.058 -1.164
C 5.043 -0.099 -3.775
C 3.916 1.344 0.798
C 2.088 2.096 3.047
S 1.325 -0.012 -2.699
H 3.033 -0.480 -4.523
C 7.343 0.174 -3.110
C -2.546 -0.816 4.108
H -5.919 -3.659 1.923
H -0.531 -3.659 -4.713
C 2.489 0.910 0.906
C -2.473 -0.749 5.486
H -3.026 2.672 -4.283
C 4.773 1.179 -3.301
C -6.102 -1.653 1.195
H -1.170 3.706 -3.403
```

As for the HOMO energy: -10.3 eV. The orbital gap is 0.260 Ha. Its total charge is +1. The relative energy (zero: lowest compared OMol25 entry of this formula, charge and spin) is 97.1 kJ/mol. For the electronic energy, the calculation gives -4489.8119 a.u.

Results of the Löwdin charge analysis, in e, for atoms 1 through 6: C -0.0524; H 0.1049; H 0.1040; H 0.1031; C -0.3464; C -0.0864

A molecular structure, C41H41AsGaOP at a distorted geometry. Source: the Open Molecules 2025 dataset; level of theory: ωB97M-V/def2-TZVPD.

XYZ file:
```
86
Properties=species:S:1:pos:R:3
C -2.328 3.503 -1.059
C -4.126 -3.259 1.182
H -4.169 -1.107 -1.426
H -3.908 -4.172 1.714
H -0.509 1.417 1.364
C 2.412 3.499 -2.047
H -1.841 3.632 -4.918
C -1.876 3.466 -3.821
C 0.101 -0.260 2.612
C 3.248 1.313 -2.657
H -3.115 2.835 0.948
H -1.464 -2.321 4.271
O -2.387 0.641 -0.021
C -2.375 4.661 -1.799
Ga -3.018 -1.072 0.983
H 0.776 -1.622 4.126
C 0.695 -0.608 3.824
H -1.685 0.209 -3.864
H 0.984 3.471 -0.430
C -4.762 -2.113 1.689
C 1.224 0.382 4.647
H 2.046 -2.689 0.441
H 6.510 -1.215 1.617
C -2.581 3.647 0.401
C -1.282 -3.238 3.721
C 1.610 1.453 -0.905
H -3.232 4.506 0.595
H -0.227 -2.512 -0.497
C -0.801 -3.164 2.429
C 3.180 2.718 -2.840
H -2.671 5.562 -1.332
C -1.175 1.188 -4.043
H 0.012 -4.116 0.745
H -1.885 6.126 -4.756
C 0.242 -1.597 0.028
C 2.448 0.671 -1.714
H -3.088 -3.663 -0.811
H -3.084 6.708 -3.475
H -0.112 1.011 -3.829
H -5.099 -1.892 2.692
C -2.332 4.646 -3.181
C -4.314 -1.717 -0.551
H -1.342 1.423 -5.071
H -1.936 -4.610 5.291
C -1.525 -4.494 4.297
H 7.675 -3.013 0.487
H 4.346 -0.398 0.790
C 4.452 -1.589 -1.015
C -1.976 0.974 -1.155
H 0.044 -0.718 -0.560
C 1.620 2.882 -1.067
C -1.956 2.292 -1.730
H 0.661 3.116 2.807
H 1.744 0.034 5.547
H -1.755 3.913 1.067
H -0.326 -6.388 1.773
As 2.663 -1.339 -1.692
C -0.632 -5.488 2.281
C -4.834 -1.099 0.631
H -1.627 -6.557 3.873
H 3.867 0.715 -3.349
C -1.363 -5.611 3.474
C -3.746 -2.982 -0.166
H 0.943 0.970 -0.184
C 1.796 -1.681 0.119
C 1.207 1.717 4.280
C 6.104 -1.601 0.712
P -0.717 -1.461 1.594
C -1.678 2.332 -3.151
C 4.931 -1.099 0.222
C 0.645 2.049 3.061
H 2.143 -0.940 0.859
C -2.662 5.844 -4.064
H -3.525 5.619 -4.788
C 5.248 -2.497 -1.742
C 6.392 -3.026 -1.256
H 4.843 -2.828 -2.697
H -1.512 0.198 -1.793
H -5.274 -0.082 0.706
C 0.006 1.092 2.280
H 3.749 3.107 -3.667
H 2.358 4.563 -2.115
C 6.795 -2.613 0.008
H 1.494 2.430 5.083
C -0.333 -4.287 1.757
H 6.949 -3.791 -1.793
```

As for the HOMO energy: -13.0 eV. The orbital gap is 0.252 Ha. Its total charge is +2. The relative energy (zero: lowest compared OMol25 entry of this formula, charge and spin) is 77.5 kJ/mol. For the electronic energy, the calculation gives -6163.4664 a.u.

Results of the Löwdin charge analysis, in e, for atoms 1 through 6: C -0.1654; C -0.0764; H 0.1300; H 0.1295; H 0.0885; C -0.0856

A molecular structure, C41H41BO2P2Re at a distorted geometry. Source: the Open Molecules 2025 dataset; level of theory: ωB97M-V/def2-TZVPD.

XYZ file:
```
88
Properties=species:S:1:pos:R:3
C 2.401 0.261 -5.933
H -0.273 -0.070 6.338
C 2.941 -4.127 -0.900
H 0.746 2.271 3.446
H -1.447 -1.368 6.205
H -1.399 5.278 0.173
H -2.074 -1.621 0.092
H -2.480 3.489 1.533
C -0.529 3.898 -1.220
H 4.557 -2.971 -0.051
C 3.874 -2.034 -6.522
C 3.798 -0.996 -7.457
C -3.575 -3.170 5.299
H 0.324 -2.618 5.495
O -2.427 -2.992 4.579
C 0.056 5.861 -5.924
C 0.052 -1.849 3.496
C 1.530 -2.979 -2.500
C 3.252 -1.907 -5.272
H -1.885 1.067 1.124
C -1.838 3.216 0.697
C -0.990 1.533 -0.802
P 1.781 -0.362 -3.280
C -3.739 -3.888 6.473
H 1.876 6.608 -5.041
H 1.215 -1.530 1.688
C -0.698 3.703 -5.106
C -1.271 4.227 -0.087
H -2.975 -4.597 6.793
H 2.654 3.018 -2.009
H -1.497 1.897 3.505
H 1.286 -5.043 -1.963
B -2.666 -1.801 3.779
C 0.426 3.602 -4.251
C -2.466 -1.727 1.114
C 1.864 -4.138 -1.802
P 0.516 2.134 -3.084
C 3.702 -2.971 -0.730
C 1.178 5.767 -5.094
H -0.953 0.502 -1.156
H -6.746 -2.552 7.412
H -6.436 -1.293 5.240
C 2.296 -1.814 -2.316
C -4.564 -2.253 4.874
H 1.790 1.139 -5.719
C -1.592 1.866 0.406
H 3.000 0.970 -7.875
C 0.573 1.243 3.792
H -0.037 4.667 -1.811
Re -1.371 -0.689 2.528
C -4.895 -3.644 7.225
H 1.505 0.858 1.906
H -1.437 2.902 -5.119
H -1.749 4.876 -6.592
H 3.963 0.798 -2.763
H 4.001 -0.917 -1.336
H 3.361 -2.709 -4.539
H -2.499 0.400 4.979
C 3.066 0.156 -7.151
C 0.307 -1.643 4.991
H 4.425 -2.943 -6.760
C 2.527 -0.748 -4.957
C 1.404 4.614 -4.326
C -1.563 0.007 4.557
C 0.709 -1.008 2.513
C -0.442 2.558 -1.606
C 2.234 2.137 -2.487
H 0.932 1.213 4.822
C -0.878 4.813 -5.937
H 2.339 4.518 -3.768
H 4.292 -1.086 -8.425
H -0.098 6.739 -6.557
C 3.391 -1.810 -1.440
C -0.909 1.000 3.697
C 2.887 0.955 -2.752
C -5.866 -2.734 6.792
H 0.684 -2.969 -3.193
H 2.394 0.138 3.226
O -4.080 -1.435 3.909
C 1.371 0.307 2.856
H 3.186 -5.031 -0.342
H -2.540 -2.793 1.387
H -3.462 -1.261 1.176
H -0.129 -2.919 3.276
C -0.750 -0.755 5.616
H -5.021 -4.185 8.167
C -5.723 -2.033 5.592
H 1.306 -1.224 5.188
```

The spin multiplicity is 4. As for the HOMO energy (alpha / beta): -12.1 / -13.3 eV. The orbital gap (alpha / beta) is 0.266 / 0.173 Ha. Its total charge is +2. The relative energy (zero: lowest compared OMol25 entry of this formula, charge and spin) is 0.0 kJ/mol. For the electronic energy, the calculation gives -2522.5664 a.u.

Results of the Löwdin charge analysis, in e, for atoms 1 through 6: C -0.1022; H 0.1300; C -0.0572; H 0.1161; H 0.1074; H 0.1209